Entry 1:
{
  "formula": "C9H11F2N4PtSSe",
  "method": "the ωB97M-V functional and the def2-TZVPD basis",
  "elements": ["Pt", "C", "C", "N", "N", "C", "N", "S", "C", "C", "C", "C", "C", "N", "H", "H", "H", "H", "H", "H", "H", "H", "H", "H", "F", "C", "F", "H", "Se"],
  "xyz": [[-0.3789, 1.0899, 0.0210], [3.1364, 0.8497, 2.5708], [1.7689, 0.8531, 1.9484], [1.5924, 0.9254, 0.6220], [2.6931, 0.6101, -0.1684], [2.7055, -0.4111, -1.0690], [3.7981, -0.4063, -1.9019], [1.6126, -1.6534, -1.1226], [0.6000, 0.7776, 2.7267], [0.6105, 0.7673, 4.1439], [-0.5458, 0.5386, 4.8356], [-1.7411, 0.3407, 4.1239], [-1.7044, 0.4246, 2.7490], [-0.5907, 0.6432, 2.0505], [3.8898, 0.5895, 1.8307], [3.1889, 0.1174, 3.3768], [3.3781, 1.8326, 2.9872], [3.3681, 1.3508, -0.2872], [4.2230, 0.4823, -2.1274], [3.7001, -1.0426, -2.6742], [1.5394, 0.9568, 4.6639], [-0.5365, 0.5171, 5.9187], [-2.6722, 0.1535, 4.6387], [-2.6107, 0.3142, 2.1633], [0.4397, 3.1776, -1.6831], [0.1650, 1.7992, -1.7996], [-0.6873, 1.7144, -2.8780], [1.1118, 1.3842, -2.1821], [-2.6500, 1.3285, -0.4228]],
  "nbo_charge": [0.606, -0.663, 0.155, -0.346, -0.465, 0.256, -0.819, -0.208, 0.103, -0.236, -0.195, -0.298, 0.074, -0.479, 0.224, 0.222, 0.214, 0.373, 0.368, 0.409, 0.206, 0.202, 0.211, 0.249, -0.420, 0.348, -0.381, 0.078, -0.790],
  "homo_ev": [-2.426, -2.421],
  "charge": -1,
  "homo_lumo_gap_ev": [4.416, 4.412],
  "relative_energy_kcal_mol": 19.4
}

---

Entry 2:
{
  "formula": "C5H13NO",
  "method": "the ωB97M-V functional and the def2-TZVPD basis",
  "elements": ["C", "C", "N", "O", "H", "H", "H", "H", "H", "C", "C", "C", "H", "H", "H", "H", "H", "H", "H", "H"],
  "xyz": [[-0.3531, 1.3433, -2.4504], [-0.6341, 1.8432, -1.1707], [-1.8245, 1.3330, -0.5684], [-0.0434, 2.6983, -0.5035], [0.5836, 1.9538, -2.9108], [-1.1276, 1.3509, -3.2176], [-0.2695, 0.2772, -2.2703], [-1.9459, 1.6861, 0.3478], [-2.7282, 1.0489, -0.9389], [0.2844, -2.8256, 2.2624], [1.1964, -1.7014, 1.8554], [1.3741, -1.9476, 0.3917], [-0.1384, -2.4465, 3.2193], [0.8016, -3.7192, 2.4140], [-0.5414, -3.0149, 1.6508], [0.8048, -0.5515, 2.0451], [2.1766, -1.7983, 2.3946], [0.4327, -2.0772, -0.2474], [1.8636, -1.1071, -0.1107], [2.0008, -2.7903, 0.3001]],
  "nbo_charge": [-0.731, 0.665, -0.874, -0.590, 0.249, 0.248, 0.254, 0.388, 0.392, -0.612, -0.388, -0.609, 0.204, 0.205, 0.201, 0.194, 0.205, 0.195, 0.203, 0.201],
  "smiles": "CC(N)=O.CCC",
  "homo_ev": -9.789,
  "homo_lumo_gap_ev": 10.607,
  "relative_energy_kcal_mol": 40.0
}

---

Entry 3:
{
  "formula": "C4H8O3",
  "method": "the ωB97M-V functional and the def2-TZVPD basis",
  "elements": ["C", "C", "O", "C", "O", "C", "O", "H", "H", "H", "H", "H", "H", "H", "H"],
  "xyz": [[-0.8847, 0.6338, -1.4124], [-0.7634, -0.5261, -0.4432], [-0.1986, -1.6225, -1.1232], [0.1350, -0.2724, 0.7666], [0.4260, -1.2742, 1.5265], [1.1380, 0.7692, 0.8237], [2.0344, 0.5380, 1.7200], [-1.5510, 0.3541, -2.2325], [-1.3008, 1.5219, -0.9225], [0.0912, 0.8776, -1.8445], [-1.7576, -0.7893, -0.0504], [0.0640, -2.2416, -0.4214], [-0.3355, 0.7492, 1.3484], [1.7446, -0.4287, 1.9818], [1.1584, 1.7110, 0.2832]],
  "nbo_charge": [-0.633, 0.074, -0.711, 0.137, -0.773, 0.270, -0.604, 0.234, 0.208, 0.212, 0.172, 0.493, 0.189, 0.516, 0.216],
  "homo_ev": -9.650,
  "homo_lumo_gap_ev": 10.040,
  "relative_energy_kcal_mol": 73.3
}

---

Entry 4:
{
  "formula": "C32H28LuN5O3S4",
  "method": "the ωB97M-V functional and the def2-TZVPD basis",
  "elements": ["Lu", "C", "S", "C", "S", "N", "N", "C", "C", "C", "C", "C", "C", "N", "H", "H", "H", "H", "H", "H", "H", "H", "C", "C", "C", "C", "C", "C", "C", "C", "S", "C", "N", "C", "C", "C", "C", "C", "C", "C", "C", "H", "H", "H", "H", "H", "H", "H", "H", "H", "H", "H", "H", "H", "H", "H", "H", "O", "S", "O", "N", "C", "O", "C", "C", "C", "C", "C", "C", "H", "H", "H", "H"],
  "xyz": [[0.2365, 0.7578, 0.5233], [-4.9366, -2.0921, 1.7041], [-3.4395, -3.1663, 1.4839], [-2.2391, -1.9660, 1.1225], [-2.3786, -0.1700, 1.2422], [-1.0926, -2.5218, 0.8183], [-0.0458, -1.7309, 0.7493], [1.0696, -2.3333, 0.9105], [2.3820, -1.7061, 1.0582], [3.5147, -2.4390, 1.4971], [4.7637, -1.7618, 1.6568], [4.7877, -0.3828, 1.4529], [3.5930, 0.2475, 1.0649], [2.4590, -0.3683, 0.8679], [-5.7799, -2.8180, 1.9603], [-5.1574, -1.6554, 0.6818], [-4.7859, -1.3613, 2.4865], [0.9807, -3.4150, 1.1868], [3.3780, -3.4893, 1.6604], [5.6295, -2.2980, 1.9654], [5.7459, 0.1683, 1.5063], [3.5636, 1.2970, 0.9122], [-3.9408, -2.7989, -2.0168], [-2.8857, -3.4568, -2.8511], [-2.1164, -4.4458, -1.9635], [-3.5913, -4.2667, -3.9156], [-1.8166, -2.5019, -3.2800], [-1.1633, -2.5873, -4.5181], [-0.0548, -1.8440, -4.8528], [0.4996, -0.9304, -3.8980], [1.8686, 0.1144, -4.0096], [1.3217, 0.8130, -2.5043], [0.3447, 0.2326, -1.9046], [-0.1681, -0.8165, -2.6801], [-1.3031, -1.6031, -2.3722], [1.9336, 2.0083, -1.8823], [2.9878, 2.6293, -2.6272], [3.5794, 3.6950, -2.0067], [3.0694, 4.2108, -0.8080], [2.0333, 3.5178, -0.1495], [1.4712, 2.4119, -0.6795], [-4.4850, -3.5772, -1.5033], [-4.6573, -2.1355, -2.5901], [-3.4994, -2.1991, -1.1927], [-2.8263, -5.1725, -1.5220], [-1.4673, -4.0567, -1.1738], [-1.4890, -4.9830, -2.6229], [-4.2633, -4.9892, -3.4386], [-2.8566, -4.8000, -4.5138], [-4.2088, -3.5576, -4.5335], [-1.5945, -3.2555, -5.2690], [0.4690, -1.9885, -5.7668], [-1.7413, -1.4905, -1.4265], [3.2474, 2.2181, -3.5865], [4.4155, 4.1582, -2.5096], [3.5195, 5.0788, -0.3226], [1.6236, 3.9364, 0.8116], [3.0428, 2.6758, 3.1495], [1.8070, 2.2946, 3.7508], [1.8954, 1.3634, 4.8839], [0.7642, 1.7697, 2.5833], [-0.1470, 2.6920, 2.3216], [-0.8788, 2.5938, 1.3053], [-0.1447, 3.8865, 3.2096], [-1.0733, 4.9308, 3.3030], [-0.8854, 5.8869, 4.2856], [0.2546, 5.8480, 5.0557], [1.1822, 4.8202, 5.0326], [0.8820, 3.7726, 4.1447], [-1.8959, 4.8349, 2.6063], [-1.6659, 6.6413, 4.4216], [0.3871, 6.6873, 5.7629], [1.9713, 4.9388, 5.7518]],
  "lowdin_charge": [1.584, -0.394, 0.846, -1.073, 0.485, -0.159, -0.139, -0.077, -0.239, 0.018, -0.026, -0.018, -0.120, 0.024, 0.052, 0.042, 0.008, 0.141, 0.103, 0.099, 0.125, 0.092, -0.071, -0.584, -0.038, -0.056, -0.171, -0.026, -0.058, -0.463, 1.131, -0.527, -0.003, -0.256, 0.039, -0.287, -0.054, -0.100, -0.059, -0.139, -0.234, 0.073, 0.117, 0.045, 0.098, 0.072, 0.071, 0.091, 0.075, 0.110, 0.111, 0.094, 0.053, 0.067, 0.098, 0.103, 0.101, -0.294, 0.661, -0.307, -0.148, -0.585, -0.142, -0.127, 0.014, -0.067, -0.085, -0.012, -0.182, 0.126, 0.117, 0.120, 0.118],
  "homo_ev": -8.033,
  "homo_lumo_gap_ev": 7.147,
  "relative_energy_kcal_mol": 21.2
}

---

Entry 5:
{
  "formula": "C32H53FN3O3PPtSi",
  "method": "the ωB97M-V functional and the def2-TZVPD basis",
  "elements": ["Pt", "C", "C", "C", "C", "C", "C", "O", "N", "C", "O", "N", "C", "O", "H", "H", "H", "H", "H", "H", "H", "H", "H", "H", "H", "F", "C", "C", "C", "C", "C", "C", "C", "H", "H", "H", "H", "H", "H", "C", "Si", "C", "C", "C", "C", "H", "H", "H", "H", "H", "H", "H", "H", "H", "C", "C", "C", "C", "P", "N", "C", "C", "C", "C", "C", "C", "C", "C", "H", "H", "H", "H", "H", "H", "H", "H", "H", "H", "H", "H", "H", "H", "H", "H", "H", "H", "H", "H", "H", "H", "H", "H", "H", "H", "H"],
  "xyz": [[1.6277, 0.3250, 0.1623], [0.7207, -5.8321, -1.0400], [-0.7994, -5.8419, -0.9191], [-1.4201, -4.4350, -0.9434], [-2.9464, -4.5498, -0.7977], [-3.6578, -3.2028, -0.7974], [-1.1157, -3.8169, -2.2913], [-1.5101, -4.3024, -3.3443], [-0.3675, -2.6938, -2.2545], [0.1473, -2.0603, -1.0870], [0.8389, -1.0666, -1.3648], [-0.1354, -2.5175, 0.1219], [-0.8699, -3.6406, 0.2686], [-1.1409, -4.1154, 1.3689], [1.1216, -6.8472, -0.9986], [1.1732, -5.2570, -0.2303], [1.0409, -5.3881, -1.9854], [-1.0948, -6.2977, 0.0276], [-1.2412, -6.4176, -1.7368], [-3.1300, -5.0697, 0.1440], [-3.3149, -5.1729, -1.6171], [-3.2801, -2.5606, 0.0011], [-4.7321, -3.3302, -0.6453], [-3.5161, -2.6774, -1.7446], [-0.1236, -2.2508, -3.1279], [-1.4187, 2.0003, 5.9759], [-0.5242, 1.8681, 4.9459], [0.2905, 2.9302, 4.6322], [1.1919, 2.7803, 3.5791], [1.2863, 1.6015, 2.8425], [2.2927, 1.4385, 1.7345], [0.4207, 0.5575, 3.1957], [-0.4774, 0.6789, 4.2447], [0.2151, 3.8544, 5.1922], [1.8339, 3.6145, 3.3147], [3.1661, 0.9270, 2.1542], [2.6520, 2.4294, 1.4295], [0.4389, -0.3488, 2.6012], [-1.1533, -0.1271, 4.5016], [7.2234, -1.1172, -1.2622], [6.0401, -1.9072, -0.0182], [6.9327, -1.9014, 1.6457], [5.8468, -3.7126, -0.5292], [4.4786, -1.0592, 0.0576], [3.3693, -0.5245, 0.0976], [8.1792, -1.6490, -1.3074], [7.4185, -0.0770, -0.9912], [6.7782, -1.1199, -2.2598], [7.8928, -2.4247, 1.5943], [6.3147, -2.3849, 2.4055], [7.1148, -0.8753, 1.9737], [6.8117, -4.2270, -0.5813], [5.3655, -3.7781, -1.5075], [5.2099, -4.2401, 0.1842], [-2.8957, 2.5761, -2.8231], [-1.9751, 1.6073, -2.0754], [-0.7817, 1.2622, -2.9832], [-2.7247, 0.2860, -1.8555], [-1.2905, 2.1214, -0.3528], [-0.2490, 1.1811, 0.2197], [-0.7525, 3.9581, -0.5525], [0.1314, 4.2944, 0.6551], [-1.8499, 5.0179, -0.6902], [0.1767, 4.0699, -1.7676], [-2.7822, 2.0878, 0.8482], [-2.9821, 0.6190, 1.2562], [-4.1191, 2.6571, 0.3666], [-2.3761, 2.8063, 2.1453], [-3.2578, 2.0827, -3.7346], [-2.3740, 3.4812, -3.1368], [-3.7693, 2.8709, -2.2425], [-1.1370, 0.6199, -3.7988], [-0.0145, 0.7194, -2.4321], [-0.3312, 2.1396, -3.4411], [-2.9031, -0.1939, -2.8246], [-3.6951, 0.4261, -1.3777], [-2.1297, -0.3913, -1.2401], [-0.4174, 4.3555, 1.5904], [0.6143, 5.2650, 0.4824], [0.8991, 3.5307, 0.7682], [-2.4551, 5.1082, 0.2098], [-2.5197, 4.8290, -1.5304], [-1.3767, 5.9941, -0.8604], [0.9261, 3.2762, -1.7589], [0.7008, 5.0319, -1.7182], [-0.3621, 4.0431, -2.7140], [-3.4346, 0.0160, 0.4697], [-3.6470, 0.5840, 2.1275], [-2.0205, 0.1734, 1.5119], [-4.5479, 2.0700, -0.4454], [-4.0461, 3.6946, 0.0359], [-4.8339, 2.6266, 1.1984], [-1.4003, 2.4560, 2.4874], [-3.1110, 2.5692, 2.9229], [-2.3506, 3.8902, 2.0454]],
  "lowdin_charge": [0.937, -0.079, -0.188, -0.321, -0.188, -0.077, -0.454, 0.046, 0.214, -0.526, -0.160, 0.199, -0.486, 0.022, 0.065, 0.082, 0.076, 0.113, 0.112, 0.112, 0.112, 0.074, 0.068, 0.069, 0.154, 0.002, -0.317, -0.049, -0.075, -0.316, -0.334, -0.058, -0.031, 0.102, 0.104, 0.034, 0.029, 0.096, 0.114, -0.213, 0.357, -0.211, -0.207, -0.252, -0.343, 0.011, 0.017, 0.018, 0.011, 0.020, 0.018, 0.012, 0.020, 0.021, -0.098, -0.582, -0.103, -0.117, 0.796, -0.358, -0.591, -0.105, -0.098, -0.109, -0.578, -0.106, -0.096, -0.097, 0.078, 0.053, 0.054, 0.076, 0.043, 0.053, 0.080, 0.056, 0.063, 0.053, 0.079, 0.048, 0.055, 0.053, 0.076, 0.079, 0.075, 0.052, 0.042, 0.079, 0.063, 0.054, 0.054, 0.077, 0.052, 0.083, 0.060],
  "homo_ev": -1.324,
  "charge": -2,
  "homo_lumo_gap_ev": 5.688,
  "relative_energy_kcal_mol": 0.0
}

---

Entry 6:
{
  "formula": "C27H33BrFeN7SSbSe",
  "method": "the ωB97M-V functional and the def2-TZVPD basis",
  "elements": ["Fe", "C", "C", "N", "N", "C", "N", "S", "C", "C", "C", "C", "C", "N", "H", "H", "H", "H", "H", "H", "H", "H", "H", "Br", "C", "C", "C", "C", "C", "C", "N", "C", "C", "C", "C", "C", "C", "N", "H", "H", "H", "H", "H", "H", "H", "H", "H", "C", "C", "Sb", "C", "C", "C", "C", "H", "H", "H", "H", "H", "H", "H", "H", "H", "H", "H", "H", "H", "H", "H", "Se", "C", "N"],
  "xyz": [[-1.3427, -0.9586, -1.1039], [1.3509, -3.2456, -3.3480], [0.4743, -2.6490, -2.2957], [-0.6177, -2.0158, -2.5438], [-0.9990, -1.8374, -3.8292], [-2.0516, -1.0490, -3.9434], [-2.5367, -0.8567, -5.1889], [-2.8658, -0.2834, -2.6184], [0.8345, -2.6594, -0.8741], [1.8805, -3.4144, -0.3610], [2.1051, -3.4351, 1.0030], [1.2813, -2.6910, 1.8274], [0.2820, -1.9345, 1.2419], [0.0661, -1.9013, -0.0718], [0.8653, -3.1461, -4.3119], [1.5560, -4.3012, -3.1518], [2.3040, -2.7121, -3.3829], [-1.9165, -1.0713, -5.9533], [-3.1564, -0.0737, -5.3068], [2.4963, -3.9862, -1.0420], [2.9114, -4.0228, 1.4223], [1.4131, -2.6847, 2.9002], [-0.3728, -1.3168, 1.8426], [-2.3922, 6.0922, 1.3154], [-2.3253, 4.2214, 1.0579], [-2.7268, 3.3774, 2.0806], [-2.6718, 2.0079, 1.8923], [-2.2414, 1.4663, 0.6826], [-1.8395, 2.3327, -0.3251], [-1.8718, 3.7056, -0.1426], [-2.2154, 0.0604, 0.4099], [-2.9140, -0.7203, 1.1303], [-3.0939, -2.1005, 0.7079], [-3.8560, -3.0101, 1.4232], [-4.0267, -4.2856, 0.9191], [-3.4317, -4.6066, -0.2898], [-2.6862, -3.6416, -0.9457], [-2.5140, -2.4143, -0.4596], [-3.0830, 3.7846, 3.0164], [-2.9554, 1.3732, 2.7218], [-1.5358, 1.9206, -1.2751], [-1.5557, 4.3671, -0.9374], [-3.4600, -0.3746, 2.0036], [-4.3085, -2.7021, 2.3572], [-4.6175, -5.0186, 1.4519], [-3.5443, -5.5906, -0.7222], [-2.2088, -3.8498, -1.8943], [2.6374, 2.9640, 3.5238], [1.3191, 2.7002, 2.7965], [1.3699, 1.4648, 0.9886], [3.2417, 0.4015, 1.3512], [4.5309, 1.1138, 0.9484], [2.0680, 2.9507, -0.4222], [2.7276, 4.2017, 0.1513], [2.4704, 3.5414, 4.4383], [3.3306, 3.5313, 2.9035], [3.1280, 2.0328, 3.8145], [0.8480, 3.6382, 2.4899], [0.6151, 2.1874, 3.4564], [3.1369, -0.5404, 0.8070], [3.2424, 0.1641, 2.4187], [4.5287, 1.3711, -0.1114], [5.4014, 0.4755, 1.1266], [4.6739, 2.0316, 1.5195], [1.1833, 3.2127, -1.0050], [2.7422, 2.4252, -1.0994], [2.0617, 4.7329, 0.8343], [2.9882, 4.8936, -0.6540], [3.6437, 3.9617, 0.6904], [1.6375, 1.3096, -3.8661], [0.6268, 0.7309, -2.5357], [-0.0395, 0.3554, -1.6534]],
  "lowdin_charge": [0.092, -0.014, -0.259, -0.089, 0.031, -0.803, 0.080, 0.723, -0.184, 0.004, -0.054, -0.056, -0.139, 0.051, 0.066, 0.081, 0.096, 0.101, 0.080, 0.113, 0.113, 0.111, 0.096, 0.746, -0.695, -0.122, -0.026, -0.263, -0.055, -0.104, 0.053, -0.066, -0.233, -0.001, -0.048, -0.030, -0.070, 0.028, 0.103, 0.104, 0.067, 0.112, 0.126, 0.119, 0.113, 0.112, 0.121, -0.196, -0.450, 1.438, -0.442, -0.188, -0.445, -0.181, 0.063, 0.045, 0.053, 0.029, 0.023, 0.018, 0.033, 0.061, 0.064, 0.047, 0.023, 0.013, 0.056, 0.069, 0.045, 0.490, -0.938, -0.062],
  "homo_ev": -6.874,
  "homo_lumo_gap_ev": 5.744,
  "relative_energy_kcal_mol": 0.0
}